The following is a quantum chemistry calculation of a cluster of 5 separate species, C26H24NO16S in total in a non-equilibrium geometry, from the OMol25 dataset.

Results
electronic energy: -2661.62887 Eh
HOMO: -10.6897 eV
energy relative to the best compared isomer or geometry (same formula, charge and spin): 55.8 kJ/mol
total charge: +1

The geometry in XYZ format:
```
68
Properties=species:S:1:pos:R:3:forces:R:3
C 0.3909 -1.3149 7.6893 -0.4 0.0 -0.1
C 0.5009 -2.8539 7.5956 -0.8 0.2 -0.1
S 0.6739 -3.6791 9.2378 1.1 -0.4 -0.1
N 1.3939 -5.2079 8.9050 -0.6 1.4 0.1
H 0.4968 -0.9132 8.7005 0.1 -0.2 -0.1
H -0.5817 -0.9973 7.3067 0.1 -0.1 0.1
H 1.1425 -0.8391 7.0563 0.0 -0.2 0.2
H -0.3642 -3.3089 7.1073 0.1 0.1 0.0
H 1.3764 -3.1399 7.0053 0.1 -0.2 0.5
H -0.5726 -4.0295 9.6828 0.3 0.0 -0.8
H 2.3902 -5.0378 9.0252 0.1 -0.2 0.2
H 1.2460 -5.4182 7.9217 -0.2 -0.3 0.0
C -2.0196 -1.5416 1.6880 0.3 0.1 -0.3
C -2.0229 -2.2083 2.8438 -0.7 -0.2 -0.2
C -0.8441 -2.1940 3.7587 0.7 0.4 -0.1
O -0.9017 -2.8060 4.8167 -0.2 -0.1 0.2
C 0.3394 -1.4473 3.3456 -0.4 -0.4 0.5
C 0.3448 -0.7817 2.1867 1.0 0.3 0.1
C -0.8448 -0.7736 1.2847 -0.9 -0.4 -0.1
O -0.7929 -0.1361 0.2553 0.3 0.3 0.1
O 1.4092 -0.0921 1.7757 -0.7 -0.2 0.0
O -3.0844 -2.9248 3.2440 0.6 0.2 0.0
H -2.8662 -1.5420 1.0205 0.0 0.0 0.0
H 1.1942 -1.4589 4.0071 0.0 0.0 -0.1
H 1.1584 0.2891 0.9148 0.1 0.1 -0.2
H -2.8366 -3.3033 4.1006 -0.1 -0.1 0.2
C -1.2082 2.2946 -4.0745 0.1 0.2 -0.3
C -0.9988 1.3472 -3.1571 -0.9 0.2 0.3
C 0.2798 0.5790 -3.1009 0.6 -0.1 -0.4
O 0.4190 -0.2620 -2.2355 -0.1 -0.1 0.1
C 1.3055 0.8739 -4.1002 -0.1 -0.2 0.4
C 1.0942 1.8198 -5.0184 0.8 -0.3 -0.2
C -0.1745 2.6049 -5.0611 -0.7 0.1 0.3
O -0.3062 3.4656 -5.9068 0.3 0.0 -0.2
O 2.0094 2.1163 -5.9516 -0.6 0.1 0.2
O -1.9208 1.0360 -2.2337 0.6 -0.1 -0.3
H -2.1288 2.8588 -4.1235 0.0 0.0 0.0
H 2.2212 0.2995 -4.0605 0.0 0.0 0.0
H 1.6158 2.8279 -6.4861 0.0 0.1 -0.2
H -1.5203 0.3356 -1.6858 0.0 0.0 0.3
C -6.5171 -1.1122 0.7064 0.5 0.2 0.3
C -7.4999 -0.8535 -0.1607 -0.2 -0.9 0.1
C -7.6880 0.5052 -0.7521 0.3 0.8 0.0
O -8.5850 0.6816 -1.5487 -0.2 -0.3 0.0
C -6.7745 1.5684 -0.3344 -0.3 -0.1 -0.2
C -5.7952 1.3092 0.5343 0.1 0.8 -0.1
C -5.5924 -0.0552 1.1046 -0.4 -0.7 0.0
O -4.6707 -0.2436 1.8804 0.1 0.4 0.0
O -4.9402 2.2590 0.9415 -0.2 -0.5 0.0
O -8.3663 -1.7950 -0.5467 0.3 0.6 0.0
H -6.3706 -2.0922 1.1390 0.0 0.0 0.0
H -6.9290 2.5519 -0.7553 0.0 0.0 0.0
H -4.3366 1.8159 1.5584 0.2 0.0 0.1
H -8.9675 -1.3541 -1.1715 -0.2 0.0 -0.1
C 8.2964 2.4272 -5.5159 0.0 0.4 -0.1
C 7.7480 1.2285 -5.3049 0.8 -0.2 0.1
C 6.2700 1.0224 -5.3495 -0.7 0.4 -0.1
O 5.8230 -0.0935 -5.1668 0.3 -0.2 0.1
C 5.4218 2.1841 -5.6076 0.0 -0.5 0.1
C 5.9695 3.3836 -5.8153 -0.8 0.2 -0.1
C 7.4482 3.5852 -5.7965 0.7 -0.4 0.1
O 7.8953 4.6941 -6.0089 -0.3 0.2 0.0
O 5.2231 4.4715 -6.0525 0.5 -0.3 0.1
O 8.4922 0.1446 -5.0429 -0.5 0.3 -0.1
H 9.3650 2.5873 -5.4882 0.0 0.0 0.0
H 4.3522 2.0269 -5.6214 0.0 0.0 0.0
H 5.8571 5.1990 -6.1695 0.1 0.2 -0.1
H 7.8582 -0.5835 -4.9356 -0.1 -0.2 0.0
```
Positions in Å, forces in eV/Å.

natural (NBO) population analysis, charges in e, atoms 1 to 5: atom 1 (C): -0.6387, atom 2 (C): -0.5346, atom 3 (S): 0.8029, atom 4 (N): -0.8890, atom 5 (H): 0.2340


The following is a quantum chemistry calculation of a structure of composition C26H25AsCrFN5O7S2 in a non-equilibrium geometry, from the OMol25 dataset.

Results
electronic energy: -5982.90247 Eh
HOMO (spin up / spin down): -4.9339 / -4.7368 eV
multiplicity: 4
expectation value of S²: 3.80
total charge: -1

The geometry in XYZ format:
```
68
Properties=species:S:1:pos:R:3:forces:R:3
Cr -0.5030 0.6870 0.5596 -0.2 -0.7 0.5
O 1.7546 -2.6996 2.5528 1.2 -0.8 0.9
As 1.1705 -2.2639 1.0228 -0.2 -1.0 -3.0
O 2.1984 -2.8519 -0.1147 0.0 0.1 0.3
O 0.9199 -0.6234 0.8722 -0.3 0.2 0.7
C -0.4072 -3.4445 0.8794 -0.9 1.1 0.8
C -0.1931 -4.7129 0.3541 1.7 -0.8 -1.2
C -1.1934 -5.6360 0.1822 -2.5 1.1 1.4
C -2.4279 -5.3282 0.8366 1.3 0.7 -1.3
C -2.6877 -4.0871 1.4147 0.7 0.2 0.4
C -1.6939 -3.0884 1.3811 1.2 -1.9 -0.5
S -1.9736 -1.6005 2.2769 -1.3 -0.2 1.1
O -3.3110 -1.7497 2.7901 -0.3 -0.1 0.3
O -0.9439 -1.5373 3.2937 0.4 0.2 -0.5
O -1.9829 -0.4951 1.2989 0.8 0.3 -0.5
H 1.4941 -2.0845 3.2150 -0.6 0.8 1.0
H 0.7885 -5.1109 0.0024 -0.5 1.3 0.3
H -1.0957 -6.5150 -0.4426 0.2 -0.2 0.4
H -3.2036 -6.0271 0.7765 -1.1 -1.0 0.1
H -3.5777 -3.8859 2.0206 0.2 -0.1 -0.6
O -2.0096 1.7552 -0.0397 0.0 -0.1 0.6
C -1.9888 2.9066 -0.6172 -0.1 -0.7 -0.4
C -3.2101 3.5994 -0.7596 0.1 0.6 0.3
C -3.2218 4.7636 -1.4846 -3.4 0.9 0.5
C -2.1550 5.3138 -2.1483 0.1 0.1 -0.7
C -1.0144 4.5706 -2.0599 2.0 0.3 -0.8
C -0.8373 3.4300 -1.2653 0.0 0.5 -0.6
C 0.5005 2.8055 -1.1962 -0.6 1.2 0.1
N 0.8277 1.8292 -0.4009 0.6 -0.8 0.0
C 2.1746 1.5386 -0.5970 -0.9 0.6 0.7
C 2.6686 2.4374 -1.4475 1.5 0.9 -1.6
N 1.6076 3.2643 -1.8401 -0.2 0.6 -0.8
H -4.1425 3.3037 -0.2368 1.0 -0.2 -0.4
H -4.2391 5.2464 -1.5219 1.2 -0.2 -0.1
H -2.2223 6.2012 -2.7968 0.0 -0.6 0.5
H -0.1872 4.9102 -2.7206 -0.3 -0.2 0.7
H 2.6762 0.8035 -0.0205 0.1 -0.6 0.2
H 3.6910 2.5038 -1.8857 -1.2 0.2 0.5
H 1.5897 4.0738 -2.5020 0.3 -1.5 1.1
C 1.5750 -3.5768 -3.6740 0.0 -1.0 -1.4
C 1.4084 -2.0879 -3.7609 0.6 0.1 0.6
C 0.3478 -1.5207 -2.8946 0.2 -0.7 -1.0
N 0.5310 -0.6457 -1.9984 -0.9 0.0 0.1
N -0.6624 -0.2603 -1.4184 -0.7 -0.6 -0.7
C -1.7243 -0.8253 -1.9686 0.6 -0.5 0.4
N -2.9550 -0.6567 -1.4567 0.9 0.9 0.5
S -1.3243 -1.9929 -3.2495 0.1 1.2 1.2
H 2.5142 -3.9255 -4.1434 -0.4 0.4 0.1
H 0.7706 -4.1055 -4.2013 0.0 0.0 0.2
H 1.6087 -3.9139 -2.6713 0.0 -0.2 1.2
H 1.1960 -1.7784 -4.7615 0.1 0.2 -0.9
H 2.3458 -1.6651 -3.4437 0.3 0.6 0.1
H -3.0090 0.1207 -0.7841 -0.2 -0.4 -0.2
H -3.7523 -0.9733 -1.9383 -0.7 -0.2 -0.4
F 5.2038 1.6325 3.5654 -1.2 0.6 -0.2
C 3.8274 1.7882 3.4093 -0.1 1.2 -0.5
C 3.2024 2.9193 2.8090 1.0 -2.1 0.5
C 1.8376 2.8487 2.5785 1.1 3.8 -1.5
C 1.0610 1.7881 2.8502 -0.6 -0.6 0.5
C -0.2965 1.7588 2.3391 -1.1 -0.4 0.5
C 1.6726 0.7852 3.5780 -1.2 -1.2 0.1
C 3.0224 0.7725 3.8488 0.0 -1.0 0.1
H 3.7527 3.7009 2.3495 0.6 0.7 0.1
H 1.3758 3.7693 2.0769 0.6 -1.4 0.6
H -0.6452 2.7928 2.1596 -0.1 -0.5 0.1
H -0.9551 1.2285 3.0589 0.1 0.4 -0.5
H 0.9925 -0.0467 3.8429 0.7 0.3 0.1
H 3.4391 -0.1328 4.2670 0.3 0.1 0.3
```
Positions in Å, forces in eV/Å.

natural (NBO) population analysis, charges in e, atoms 1 to 5: atom 1 (Cr): 1.3275, atom 2 (O): -1.0144, atom 3 (As): 2.4833, atom 4 (O): -1.1899, atom 5 (O): -1.1480


The following is a quantum chemistry calculation of a structure of composition C26H25AuF6N9O5S2 in a non-equilibrium geometry, from the OMol25 dataset.

Results
electronic energy: -3405.74045 Eh
HOMO (spin up / spin down): -10.8571 / -11.3931 eV
multiplicity: 3
energy relative to the best compared isomer or geometry (same formula, charge and spin): 0.0 kJ/mol
expectation value of S²: 2.06
total charge: +1

The geometry in XYZ format:
```
74
Properties=species:S:1:pos:R:3:forces:R:3
Au -0.4166 1.5044 -0.6818 -1.1 -0.7 -0.2
C 0.2660 -5.3606 -0.5590 -2.0 1.2 -0.5
C -0.5646 -4.0288 -0.5659 0.2 0.4 0.8
C -1.4917 -3.6457 0.4720 0.2 -0.6 -1.7
C -2.0847 -2.3851 0.4981 1.0 0.1 0.0
C -1.7139 -1.4029 -0.4712 0.4 0.1 0.2
N -2.0463 -0.0754 -0.3414 0.2 -0.1 0.1
C -3.2907 0.2990 0.0345 -0.3 -0.4 -0.2
C -4.4146 -0.4708 -0.4077 1.9 0.4 0.6
C -5.6906 -0.1321 -0.1452 0.0 0.6 0.2
C -5.9483 1.0439 0.5417 0.6 0.7 1.0
C -7.2759 1.5532 0.9691 -0.3 0.4 -1.4
C -4.8501 1.8167 0.9650 -0.1 0.9 -0.2
C -3.5304 1.4882 0.7687 0.1 -1.1 0.2
N -2.5059 2.1527 1.5161 1.1 0.0 -1.1
C -2.5636 2.6418 2.7684 -1.2 1.1 0.8
C -1.4163 3.3654 3.0132 -0.3 -0.5 0.1
C -0.6210 3.2060 1.8950 0.2 -0.3 -1.1
N -1.2623 2.4797 0.9697 -0.6 0.3 0.9
C -0.7959 -1.7664 -1.4694 0.1 -0.6 0.1
C -0.2438 -3.0317 -1.5005 -0.3 -0.6 0.5
N -0.4423 -0.9196 -2.5562 -0.5 0.5 -0.3
C -0.5077 -1.2628 -3.8636 1.2 0.5 -0.7
C -0.1206 -0.1805 -4.6448 0.3 -0.8 1.3
C 0.1956 0.7875 -3.6819 -0.1 2.3 -0.7
N -0.0552 0.3903 -2.4513 -0.1 -1.3 0.1
H 0.6491 -5.5289 -1.5761 0.8 0.3 0.8
H -0.3629 -6.2206 -0.4093 -0.8 -0.3 0.2
H 0.9005 -5.3605 0.3190 0.8 0.2 -0.5
H -1.7778 -4.4381 1.1540 0.1 0.4 0.4
H -2.6121 -2.0294 1.3874 -0.2 -0.3 -0.4
H -4.2231 -1.3791 -0.9278 0.3 -0.4 -0.5
H -6.3834 -0.7980 -0.5728 -1.4 -0.4 0.0
H -7.6770 1.0777 1.8357 -0.1 -0.4 0.7
H -7.9874 1.4248 0.1697 -0.5 -0.3 -0.3
H -7.2305 2.6244 1.0952 0.0 0.3 0.4
H -5.0184 2.8191 1.3525 -0.3 -0.3 0.4
H -3.4810 2.6105 3.3995 0.9 -0.3 -0.8
H -1.1587 3.9290 3.8766 0.0 0.1 0.5
H 0.4035 3.5438 1.6848 -0.7 -0.2 0.1
H 0.4793 -3.2287 -2.2667 0.3 -0.2 -0.2
H -0.5356 -2.2666 -4.2478 -0.7 -0.3 0.5
H 0.0582 -0.2576 -5.7044 -0.1 0.5 0.1
H 0.5081 1.8468 -3.7883 -0.1 -1.0 -0.1
F 2.8011 -2.5871 2.8885 -1.1 0.8 -0.3
C 1.5691 -2.1148 2.5380 1.4 0.2 0.3
F 0.8941 -1.7612 3.6235 0.3 0.4 0.2
F 0.9173 -3.0959 1.9864 -0.6 -0.9 -0.8
S 1.6764 -0.6434 1.3370 -0.9 1.2 0.3
O 0.2680 -0.1993 1.2610 1.6 -0.6 0.4
O 2.6111 0.2932 1.9279 -0.4 -0.7 0.0
N 2.0659 -1.1281 -0.1051 0.5 -0.7 0.6
S 3.3859 -2.0557 -0.3258 -0.8 0.0 0.9
O 3.0034 -3.4398 -0.4088 0.2 0.4 -0.1
O 4.5065 -1.6603 0.4723 0.1 -0.1 -0.2
C 3.6939 -1.5296 -2.0526 1.6 -0.9 0.6
F 4.2333 -2.5516 -2.7272 -0.1 0.5 0.0
F 4.5799 -0.4967 -2.0944 -1.0 -0.5 -0.3
F 2.5317 -1.2377 -2.5620 -0.5 0.8 -1.4
C 5.6728 2.0685 0.5320 0.8 -0.4 -1.4
N 4.2791 2.3865 0.2208 0.4 -0.1 -0.4
C 3.5536 2.3241 -1.0719 -0.1 0.6 1.1
C 2.1733 2.8119 -0.5857 0.6 0.1 0.4
O 1.1663 2.8955 -1.3413 0.5 -0.1 0.2
N 2.2019 3.1094 0.7178 0.0 -0.3 -0.1
C 3.4511 2.8203 1.1704 0.0 0.5 -0.4
N 3.8774 3.0724 2.4206 0.0 -0.2 -0.7
H 6.2349 1.5589 -0.3016 -1.1 0.6 0.5
H 5.7027 1.3291 1.3242 0.0 0.1 0.4
H 6.2583 2.9805 0.7449 -0.3 -0.3 0.2
H 3.4595 1.2921 -1.4125 0.1 0.2 -0.1
H 3.9822 3.0062 -1.8291 -0.2 -0.5 0.3
H 3.2220 3.1526 3.1842 0.1 0.0 -0.3
H 4.8678 2.9652 2.6151 -0.6 -0.1 0.2
```
Positions in Å, forces in eV/Å.

Löwdin population analysis, charges in e, atoms 1 to 5: atom 1 (Au): 1.1656, atom 2 (C): -0.0120, atom 3 (C): -0.1754, atom 4 (C): -0.0110, atom 5 (C): 0.0140


Q: Which value of electronic energy does entry 3 give?
A: -3405.74045 Eh